Record 1
Below is a 3-piece molecular cluster, C39H81F2N4O4 overall in a non-equilibrium geometry, with properties calculated with the ωB97M-V functional and the def2-TZVPD basis.

Each line ends with the Löwdin charge.
Cartesian coordinates (Å):
C (2.4909, -4.3732, -0.5286)  -0.0896
C (1.7812, -4.7208, -1.8465)  -0.1980
C (0.5514, -3.8758, -2.1654)  -0.1426
O (0.8253, -2.7078, -2.9828)  -0.0546
C (1.4734, -1.6648, -2.4144)  -0.2369
N (0.5241, -0.6440, -1.7205)  0.0384
C (-0.1769, -1.1374, -0.4917)  -0.3013
C (-0.8077, -0.0248, 0.3119)  0.0113
F (-1.1485, -1.9732, -0.9628)  0.0294
C (1.4717, 0.4744, -1.4273)  -0.0310
C (2.4507, 0.5546, -2.6205)  -0.1877
N (3.8035, 0.8558, -2.1205)  0.0426
C (4.7555, 1.3085, -3.1415)  -0.4653
C (4.3433, 2.3229, -4.1816)  0.0238
O (5.8485, 0.8851, -3.1027)  0.1715
C (3.7911, 1.7531, -0.9676)  -0.4746
C (3.3320, 3.1765, -1.1594)  0.0320
O (4.1183, 1.3386, 0.0819)  0.1722
C (2.2689, -0.7989, -3.4150)  -0.2430
C (3.5911, -1.5861, -3.7386)  -0.0713
C (3.8206, -2.1139, -5.1656)  -0.1520
C (3.0507, -3.3586, -5.5703)  -0.2084
F (3.2572, -3.5948, -6.9208)  -0.0415
C (1.4583, -0.4702, -4.6892)  -0.0944
C (0.2569, 0.5050, -4.6047)  -0.1734
C (-1.0206, -0.0473, -5.2345)  -0.1887
C (-1.5243, -1.3489, -4.6027)  -0.2076
C (-3.0495, -1.4748, -4.6395)  -0.1884
C (-3.7123, -0.6179, -3.5481)  -0.2017
C (-4.0462, -1.3832, -2.2565)  -0.2047
C (-5.2570, -0.8282, -1.5039)  -0.1945
C (-5.1000, 0.6309, -1.0593)  -0.1658
C (-4.1657, 0.7870, 0.1337)  -0.2351
O (-4.7000, 0.1275, 1.2655)  -0.1706
C (-3.7650, -0.6296, 1.9960)  -0.1116
H (1.7837, -3.9995, 0.2217)  0.0707
H (2.9848, -5.2507, -0.1067)  0.0806
H (3.2667, -3.6092, -0.6574)  0.0679
H (2.4815, -4.6476, -2.6791)  0.0999
H (1.4492, -5.7642, -1.8181)  0.1198
H (-0.1900, -4.4316, -2.7415)  0.1386
H (0.0620, -3.5657, -1.2364)  0.1027
H (2.1329, -1.9589, -1.5836)  0.1626
H (-0.2194, -0.3514, -2.3625)  0.1420
H (0.5539, -1.7288, 0.0705)  0.1660
H (-1.6497, -0.4595, 0.8582)  0.0491
H (-0.1075, 0.3978, 1.0358)  0.1100
H (-1.2022, 0.7724, -0.3253)  0.0988
H (1.9924, 0.2066, -0.5029)  0.1458
H (0.8985, 1.3931, -1.2983)  0.1461
H (2.0797, 1.3645, -3.2593)  0.1146
H (4.9806, 3.2031, -4.0512)  0.1061
H (4.5702, 1.9081, -5.1691)  0.1023
H (3.2970, 2.6250, -4.1591)  0.0647
H (4.2216, 3.8150, -1.2347)  0.1134
H (2.7777, 3.4871, -0.2700)  0.0711
H (2.7354, 3.3368, -2.0601)  0.0801
H (4.4425, -0.9575, -3.4994)  0.0929
H (3.6779, -2.4305, -3.0423)  0.1212
H (4.8868, -2.3568, -5.2415)  0.1296
H (3.6472, -1.3401, -5.9198)  0.1113
H (3.4200, -4.2358, -5.0303)  0.1208
H (1.9707, -3.2789, -5.4158)  0.1056
H (1.1191, -1.4083, -5.1327)  0.1057
H (2.1727, -0.0411, -5.3986)  0.1234
H (0.0182, 0.8187, -3.5754)  0.0947
H (0.5213, 1.4388, -5.1143)  0.1219
H (-0.8576, -0.2011, -6.3088)  0.1286
H (-1.7974, 0.7232, -5.1491)  0.1161
H (-1.2095, -1.3984, -3.5464)  0.0837
H (-1.0673, -2.2113, -5.1000)  0.1177
H (-3.3272, -2.5255, -4.5026)  0.1099
H (-3.4091, -1.1720, -5.6310)  0.1175
H (-3.0255, 0.2062, -3.3021)  0.0996
H (-4.6191, -0.1369, -3.9325)  0.1186
H (-3.1750, -1.3758, -1.5842)  0.0804
H (-4.2265, -2.4392, -2.4941)  0.1149
H (-6.1483, -0.9247, -2.1361)  0.1174
H (-5.4417, -1.4406, -0.6131)  0.1134
H (-6.0771, 1.0446, -0.7876)  0.1217
H (-4.7161, 1.2516, -1.8786)  0.1088
H (-4.0279, 1.8520, 0.3701)  0.1319
H (-3.1721, 0.3635, -0.1018)  0.0689
H (-2.8853, -0.0274, 2.2739)  0.0843
H (-3.4356, -1.5123, 1.4252)  0.0921
H (-4.2588, -0.9688, 2.9093)  0.0921
C (-4.1188, -4.0835, 4.3672)  -0.0916
C (-3.0812, -3.3367, 5.1913)  -0.2854
N (-3.6708, -2.4201, 6.1485)  -0.2036
C (-2.7219, -1.4780, 6.7164)  -0.2539
C (-1.5846, -2.0299, 7.5827)  -0.0835
C (-4.6263, -3.0104, 7.0763)  -0.2421
C (-4.1508, -4.1820, 7.9422)  -0.0785
H (-4.8243, -3.3854, 3.9130)  0.0710
H (-3.6243, -4.6412, 3.5698)  0.0711
H (-4.6861, -4.8032, 4.9574)  0.0678
H (-2.4648, -2.7343, 4.5146)  0.1060
H (-2.4001, -4.0729, 5.6479)  0.1034
H (-3.2913, -0.7460, 7.2950)  0.1123
H (-2.2820, -0.9261, 5.8783)  0.1026
H (-1.9384, -2.3748, 8.5530)  0.0574
H (-0.8479, -1.2450, 7.7640)  0.0705
H (-1.0701, -2.8591, 7.0945)  0.0659
H (-5.4940, -3.3391, 6.4999)  0.1024
H (-4.9887, -2.2032, 7.7172)  0.1155
H (-3.6320, -4.9370, 7.3490)  0.0659
H (-5.0122, -4.6667, 8.4045)  0.0744
H (-3.4830, -3.8671, 8.7424)  0.0557
C (1.0721, 7.5562, 4.0385)  -0.0874
C (1.9377, 6.3061, 4.0384)  -0.2696
N (1.8171, 5.5323, 2.8110)  -0.2017
C (2.3765, 4.1979, 2.9076)  -0.2579
C (3.8864, 4.0456, 3.1197)  -0.0785
C (2.0986, 6.2575, 1.5825)  -0.2488
C (3.4689, 6.9306, 1.4397)  -0.0766
H (0.0373, 7.3068, 3.7998)  0.0805
H (1.0960, 8.0208, 5.0244)  0.0758
H (1.4208, 8.2998, 3.3211)  0.0656
H (1.6192, 5.6512, 4.8539)  0.1179
H (2.9767, 6.5920, 4.2637)  0.1051
H (2.0925, 3.6592, 1.9947)  0.0898
H (1.8591, 3.6914, 3.7285)  0.1103
H (4.4540, 4.3021, 2.2254)  0.0513
H (4.1160, 3.0054, 3.3579)  0.0723
H (4.2510, 4.6596, 3.9435)  0.0709
H (1.3281, 7.0217, 1.4594)  0.1032
H (1.9484, 5.5549, 0.7554)  0.0957
H (3.7221, 7.5106, 2.3278)  0.0694
H (3.4530, 7.6209, 0.5943)  0.0734
H (4.2730, 6.2154, 1.2694)  0.0515

## Properties
* orbital gap: 7.25 eV
* F_max: 0.0402 Eh/bohr
* charge: +1
* lowest unoccupied orbital energy: -2.443 eV
* E: -61334.1635 eV



Record 2
Below is a 8-piece molecular cluster, C39H82O24 overall in a non-equilibrium geometry, with properties calculated with the ωB97M-V functional and the def2-TZVPD basis.

Each line ends with the Löwdin charge.
Cartesian coordinates (Å):
C (-28.4494, -10.9087, 19.6424)  -0.0899
O (-27.2572, -10.8006, 18.8446)  -0.2238
C (-27.2574, -11.6619, 17.7046)  -0.1642
C (-26.1141, -11.2851, 16.7369)  -0.1460
O (-24.8726, -11.6691, 17.3773)  -0.1246
C (-24.5007, -12.9005, 16.7850)  -0.1995
C (-23.8971, -12.6379, 15.4376)  -0.2149
O (-22.8648, -11.6697, 15.6763)  -0.1601
C (-22.2140, -11.5255, 14.4094)  -0.1020
H (-28.3331, -10.1726, 20.4922)  0.0990
H (-28.6091, -11.9014, 20.0893)  0.0880
H (-29.2718, -10.5718, 18.9961)  0.0914
H (-28.1819, -11.6025, 17.1274)  0.1278
H (-27.0704, -12.6567, 18.1014)  0.1218
H (-26.0250, -10.2158, 16.6047)  0.0992
H (-26.2468, -11.7085, 15.7568)  0.1147
H (-25.3428, -13.6516, 16.8473)  0.1482
H (-23.7165, -13.3138, 17.3238)  0.1038
H (-24.6149, -12.3094, 14.6766)  0.1263
H (-23.4462, -13.5221, 15.1017)  0.1030
H (-22.0957, -12.5277, 13.8675)  0.0859
H (-21.2450, -11.0845, 14.5276)  0.0721
H (-22.8814, -10.9144, 13.6885)  0.1114
C (-20.5515, -7.6926, 16.7297)  -0.0355
O (-21.0047, -6.6058, 15.8074)  -0.1688
C (-20.3133, -6.7317, 14.5998)  -0.2511
C (-20.6560, -5.6111, 13.6701)  -0.2255
O (-20.2147, -4.3177, 13.8754)  -0.1067
C (-20.7133, -3.5687, 14.9468)  -0.1715
C (-20.8174, -2.0852, 14.5317)  -0.1855
O (-22.0096, -1.5859, 13.9503)  -0.1600
C (-22.0309, -1.7462, 12.5871)  -0.1387
H (-21.2696, -7.8060, 17.5470)  0.0813
H (-19.5792, -7.5241, 17.1726)  0.0779
H (-20.5147, -8.6552, 16.1764)  0.0884
H (-20.5024, -7.5738, 14.0206)  0.0795
H (-19.1758, -6.6106, 14.7103)  0.1605
H (-21.7492, -5.6607, 13.6309)  0.1189
H (-20.2814, -5.9142, 12.7260)  0.1098
H (-19.9890, -3.5772, 15.7709)  0.1244
H (-21.6473, -3.9751, 15.3428)  0.1338
H (-19.9457, -1.8300, 13.8709)  0.1328
H (-20.7319, -1.4800, 15.4531)  0.1253
H (-22.3061, -2.7647, 12.2597)  0.0758
H (-21.0481, -1.6315, 12.1314)  0.0840
H (-22.7609, -1.0923, 12.1056)  0.0919
C (-21.6876, -11.6765, 8.6996)  -0.1174
O (-20.6937, -12.1749, 9.5225)  -0.1750
C (-21.1960, -13.0101, 10.5310)  -0.2106
C (-20.2436, -13.0136, 11.6929)  -0.1589
O (-20.7066, -14.0552, 12.6288)  -0.1686
C (-19.8105, -14.3384, 13.7122)  -0.1390
C (-18.8673, -15.5139, 13.2482)  -0.1966
O (-17.8142, -14.9163, 12.5297)  -0.2042
C (-16.6164, -15.7754, 12.5971)  -0.0663
H (-22.5720, -11.4057, 9.2217)  0.0391
H (-22.0701, -12.4402, 7.8986)  0.1277
H (-21.2795, -10.7845, 8.2425)  0.0864
H (-21.3538, -14.0068, 10.2164)  0.1185
H (-22.1979, -12.6475, 10.8742)  0.1284
H (-20.2117, -11.9843, 12.1194)  0.1174
H (-19.2377, -13.1480, 11.3115)  0.1188
H (-20.4720, -14.6601, 14.4638)  0.1054
H (-19.2299, -13.4572, 13.8946)  0.1211
H (-19.3370, -16.2408, 12.6607)  0.1128
H (-18.5420, -15.8721, 14.1911)  0.1045
H (-16.0438, -15.7908, 13.5683)  0.1035
H (-16.0636, -15.5363, 11.6960)  0.0806
H (-16.9988, -16.7843, 12.4427)  0.0744
C (-25.7529, -1.6958, 16.3805)  -0.0818
O (-26.0883, -2.6373, 15.3844)  -0.1619
C (-26.2849, -3.8959, 15.8642)  -0.2667
C (-26.7707, -4.7749, 14.7720)  -0.1457
O (-25.6663, -4.9350, 13.8371)  -0.0980
C (-26.0319, -5.4009, 12.5780)  -0.2180
C (-25.0122, -4.9744, 11.6148)  -0.1867
O (-23.6785, -5.3659, 11.9282)  -0.1644
C (-22.7916, -5.1898, 10.8687)  -0.1228
H (-25.1664, -0.9100, 15.9820)  0.0666
H (-25.1043, -2.2202, 17.1305)  0.1066
H (-26.6641, -1.2319, 16.7661)  0.0899
H (-27.0124, -3.8995, 16.6968)  0.1386
H (-25.3398, -4.3635, 16.3197)  0.1347
H (-27.6474, -4.3646, 14.2693)  0.1318
H (-27.0607, -5.7186, 15.1964)  0.1111
H (-26.9689, -4.9865, 12.3520)  0.1161
H (-26.1471, -6.4684, 12.4519)  0.1035
H (-25.1502, -3.9570, 11.4568)  0.1105
H (-25.2821, -5.4001, 10.6429)  0.1353
H (-22.8359, -4.2851, 10.3429)  0.0703
H (-22.8946, -6.0170, 10.1348)  0.1030
H (-21.7895, -5.2574, 11.2222)  0.0610
C (-28.5031, -12.3186, 7.7041)  -0.0708
O (-27.3402, -13.1271, 7.3572)  -0.1631
C (-26.7670, -13.6474, 8.5115)  -0.2429
C (-25.6221, -12.8067, 9.0948)  -0.2054
O (-26.1407, -11.7982, 9.8963)  -0.1294
C (-25.2572, -10.7454, 10.2059)  -0.1908
C (-26.0619, -9.7836, 11.0436)  -0.2274
O (-27.2172, -9.4271, 10.3259)  -0.1676
C (-28.0942, -8.7781, 11.2275)  -0.0899
H (-28.3035, -11.6823, 8.5982)  0.0879
H (-29.3633, -12.9398, 7.9757)  0.0836
H (-28.7718, -11.6381, 6.9054)  0.0804
H (-26.3318, -14.6158, 8.3681)  0.1087
H (-27.5509, -13.9163, 9.2240)  0.1259
H (-25.0818, -12.4261, 8.1979)  0.1301
H (-24.8107, -13.3935, 9.6334)  0.1358
H (-24.8800, -10.1693, 9.2904)  0.1527
H (-24.3417, -11.0093, 10.7760)  0.1162
H (-25.4943, -8.8932, 11.3913)  0.1277
H (-26.4327, -10.1832, 11.9652)  0.1073
H (-28.4089, -9.2855, 12.1394)  0.0919
H (-28.8854, -8.5501, 10.5609)  0.0834
H (-27.5538, -7.9358, 11.6155)  0.0598
C (-23.9706, -7.2988, 15.7950)  -0.1055
C (-23.5902, -7.6599, 14.3337)  -0.0575
O (-24.7187, -8.5002, 13.9459)  0.0550
C (-25.7528, -8.2996, 14.7768)  -0.5641
O (-26.8769, -8.7210, 14.6639)  0.1259
O (-25.3480, -7.5276, 15.8276)  0.0053
H (-23.8346, -6.2091, 16.0647)  0.1517
H (-23.5632, -7.9863, 16.5356)  0.1175
H (-22.6357, -8.2059, 14.1814)  0.1165
H (-23.5288, -6.8168, 13.6971)  0.0814
C (-26.6542, -8.0275, 18.6232)  -0.0722
C (-25.2123, -8.4279, 19.0197)  -0.0608
O (-24.5185, -7.2033, 18.7601)  0.0600
C (-25.3443, -6.1867, 18.8356)  -0.5953
O (-25.0413, -4.9979, 18.8366)  0.1022
O (-26.6101, -6.5928, 18.7330)  0.0646
H (-27.4015, -8.3929, 19.2952)  0.1055
H (-26.7885, -8.1636, 17.5505)  0.1152
H (-24.8848, -9.2049, 18.4598)  0.0785
H (-25.0624, -8.6632, 20.0440)  0.1293
C (-18.7270, -9.5302, 10.7176)  -0.0798
C (-18.8855, -8.2469, 9.8966)  -0.0662
O (-20.2674, -7.8870, 10.1489)  0.0608
C (-20.7284, -8.5813, 11.1852)  -0.6317
O (-21.7893, -8.3375, 11.6391)  0.1635
O (-19.8592, -9.4919, 11.6142)  0.0468
H (-17.8400, -9.6210, 11.3496)  0.1347
H (-18.8454, -10.4808, 10.1936)  0.1177
H (-18.8494, -8.3352, 8.8404)  0.1190
H (-18.2192, -7.4529, 10.2491)  0.1340

## Properties
* SMILES: COCCOCCOC.COCCOCCOC.COCCOCCOC.COCCOCCOC.COCCOCCOC.O=C1OCCO1.O=C1OCCO1.O=C1OCCO1
* orbital gap: 9.30 eV
* F_max: 0.0854 Eh/bohr
* lowest unoccupied orbital energy: 0.356 eV
* E: -90901.5292 eV
* ΔE to the lowest compared entry with this formula, charge and spin: 145.0 kJ/mol